Record 1
{"formula": "C25H45BGeMoN6S3Se3Te", "method": "the ωB97M-V functional and the def2-TZVPD basis", "species": ["Mo", "C", "C", "C", "C", "N", "C", "C", "N", "B", "N", "C", "C", "N", "C", "S", "C", "C", "C", "C", "N", "C", "C", "N", "C", "S", "C", "C", "C", "C", "C", "S", "H", "H", "H", "H", "H", "H", "H", "H", "H", "H", "H", "H", "H", "H", "H", "H", "H", "H", "H", "H", "H", "H", "H", "H", "H", "H", "H", "H", "H", "H", "H", "H", "H", "H", "Se", "Se", "Te", "Se", "C", "Ge", "C", "C", "C", "H", "H", "H", "H", "H", "H", "H", "H", "H", "H", "H"], "xyz": [[0.206, -0.591, -0.888], [0.091, 4.261, -1.839], [-0.709, 4.651, -0.600], [-1.562, 5.875, -0.920], [0.198, 4.983, 0.585], [-1.610, 3.520, -0.228], [-2.995, 3.573, -0.244], [-3.447, 2.363, 0.134], [-2.358, 1.561, 0.377], [-2.451, 0.100, 0.855], [-1.661, -0.014, 2.202], [-2.172, 0.638, 3.304], [-1.260, 0.575, 4.287], [-0.173, -0.141, 3.804], [-0.433, -0.476, 2.509], [0.590, -1.398, 1.465], [1.106, -0.194, 4.588], [0.752, -0.332, 6.071], [1.998, -1.376, 4.220], [1.846, 1.116, 4.318], [-1.911, -0.950, -0.146], [-2.189, -2.297, 0.204], [-2.408, -2.998, -0.910], [-2.306, -2.180, -2.027], [-1.823, -0.948, -1.567], [-1.471, 0.510, -2.386], [-2.215, -2.746, -3.402], [-3.287, -3.832, -3.530], [-0.823, -3.335, -3.616], [-2.504, -1.684, -4.462], [-1.242, 2.268, 0.133], [0.349, 1.590, 0.239], [0.715, 5.102, -2.145], [-0.578, 4.004, -2.663], [0.737, 3.410, -1.639], [-0.889, 6.696, -1.165], [-2.169, 6.184, -0.066], [-2.208, 5.707, -1.783], [0.821, 5.840, 0.325], [0.852, 4.151, 0.837], [-0.398, 5.243, 1.462], [-3.539, 4.460, -0.506], [-4.452, 1.996, 0.248], [-3.612, -0.113, 1.101], [-3.149, 1.090, 3.285], [-1.301, 0.965, 5.285], [0.135, -1.215, 6.243], [0.241, 0.541, 6.475], [1.678, -0.446, 6.634], [1.450, -2.319, 4.235], [2.792, -1.428, 4.968], [2.457, -1.258, 3.245], [1.249, 1.977, 4.625], [2.066, 1.210, 3.252], [2.787, 1.131, 4.871], [-2.251, -2.598, 1.234], [-2.650, -4.041, -0.993], [-3.116, -4.687, -2.876], [-3.274, -4.207, -4.553], [-4.278, -3.423, -3.324], [-0.599, -4.099, -2.867], [-0.065, -2.552, -3.563], [-0.766, -3.792, -4.607], [-3.423, -1.140, -4.236], [-2.630, -2.196, -5.419], [-1.690, -0.974, -4.569], [1.839, -0.289, -2.874], [0.658, -0.898, -6.885], [2.039, 0.963, -6.320], [1.315, 1.687, -4.022], [4.754, -2.301, -1.720], [3.484, -1.961, -0.263], [3.871, -3.259, 1.164], [3.826, -0.143, 0.398], [1.647, -2.289, -0.928], [5.772, -2.370, -1.329], [4.712, -1.495, -2.451], [4.516, -3.237, -2.229], [4.869, -3.105, 1.580], [3.823, -4.273, 0.758], [3.137, -3.183, 1.966], [4.880, -0.044, 0.670], [3.216, 0.088, 1.272], [3.600, 0.580, -0.384], [1.220, -3.106, -0.337], [1.755, -2.674, -1.945]], "largest_force_ha_per_bohr": 0.0067, "e_tot_ev": -330486.6308, "lumo_ev": [0.23, -1.41], "charge": 0, "gap_ev": [6.96, 5.15], "homo_ev": [-6.736, -6.560], "multiplicity": 3}


Record 2
{"formula": "C24H50N3O4", "method": "the ωB97M-V functional and the def2-TZVPD basis", "species": ["C", "O", "C", "C", "N", "C", "C", "C", "O", "H", "H", "H", "H", "H", "H", "H", "H", "H", "H", "H", "H", "H", "H", "C", "C", "C", "C", "C", "C", "N", "O", "C", "C", "C", "H", "H", "H", "H", "H", "H", "H", "H", "H", "H", "H", "H", "H", "H", "H", "H", "H", "H", "C", "C", "C", "C", "C", "C", "N", "O", "C", "C", "C", "H", "H", "H", "H", "H", "H", "H", "H", "H", "H", "H", "H", "H", "H", "H", "H", "H", "H"], "xyz": [[-3.733, 1.736, -6.763], [-2.519, 1.500, -7.307], [-1.833, 0.300, -6.901], [-1.457, 0.285, -5.417], [-1.457, -1.061, -4.870], [-2.719, -1.510, -4.288], [-3.610, -2.297, -5.250], [-4.468, -3.348, -4.525], [-4.453, -1.438, -6.036], [-3.791, 2.129, -5.752], [-4.521, 1.974, -7.468], [-0.938, 0.283, -7.522], [-2.444, -0.568, -7.142], [-2.129, 0.955, -4.861], [-0.452, 0.694, -5.297], [-0.736, -1.131, -4.169], [-2.474, -2.137, -3.433], [-3.267, -0.649, -3.874], [-2.951, -2.790, -5.968], [-4.411, -4.317, -5.024], [-5.511, -3.036, -4.533], [-4.151, -3.485, -3.492], [-4.579, -0.615, -5.537], [0.019, 0.174, 0.998], [-0.652, 0.074, -0.382], [-0.519, 1.415, -1.122], [-1.417, 2.498, -0.533], [-2.863, 2.011, -0.474], [-3.019, 0.639, 0.211], [-2.062, -0.381, -0.287], [-2.478, -0.728, -1.597], [-2.919, 0.808, 1.737], [-4.428, 0.117, -0.068], [0.126, -0.992, -1.152], [1.106, 0.178, 0.881], [-0.239, 1.079, 1.545], [-0.248, -0.687, 1.612], [-0.801, 1.253, -2.167], [0.530, 1.735, -1.112], [-1.068, 2.791, 0.464], [-1.361, 3.401, -1.150], [-3.490, 2.745, 0.047], [-3.247, 1.929, -1.495], [-2.889, -0.175, 2.210], [-3.798, 1.347, 2.104], [-2.045, 1.370, 2.060], [-4.611, 0.063, -1.136], [-5.163, 0.783, 0.403], [-4.542, -0.887, 0.346], [0.047, -1.955, -0.643], [1.183, -0.705, -1.206], [-0.283, -1.098, -2.151], [4.648, -1.223, 6.076], [4.245, -1.314, 4.599], [5.443, -1.041, 3.685], [5.889, 0.419, 3.702], [4.729, 1.355, 3.368], [3.476, 1.129, 4.224], [3.155, -0.341, 4.251], [2.466, -0.713, 3.237], [3.667, 1.692, 5.637], [2.285, 1.853, 3.605], [3.711, -2.723, 4.365], [5.200, -2.125, 6.340], [5.293, -0.379, 6.304], [3.764, -1.166, 6.713], [5.164, -1.316, 2.663], [6.263, -1.701, 3.982], [6.323, 0.677, 4.672], [6.684, 0.561, 2.967], [5.036, 2.398, 3.490], [4.456, 1.225, 2.317], [2.849, 1.378, 6.287], [3.657, 2.781, 5.580], [4.606, 1.406, 6.102], [2.138, 1.582, 2.564], [2.464, 2.928, 3.668], [1.365, 1.620, 4.142], [2.841, -2.915, 4.993], [4.495, -3.437, 4.624], [3.423, -2.876, 3.329]], "largest_force_ha_per_bohr": 0.0159, "e_tot_ev": -38354.2644, "lumo_ev": [2.18, 2.17], "charge": -1, "gap_ev": [4.28, 4.27], "homo_ev": [-2.097, -2.097], "multiplicity": 3}


Record 3
{"formula": "C4H10N2O", "method": "the ωB97M-V functional and the def2-TZVPD basis", "species": ["N", "C", "C", "C", "O", "C", "N", "H", "H", "H", "H", "H", "H", "H", "H", "H", "H"], "xyz": [[-0.111, -0.436, 1.733], [0.309, -0.471, 0.368], [-0.372, 0.748, -0.450], [-0.448, 2.271, -0.051], [-0.245, 3.202, -0.858], [0.050, -1.625, -0.474], [0.790, -2.891, -0.380], [0.228, 0.185, 2.436], [0.065, -1.309, 2.238], [1.443, -0.281, 0.267], [-0.128, 0.955, -1.490], [-1.457, 0.655, -0.375], [-0.644, 2.450, 0.981], [0.219, -1.482, -1.620], [-0.972, -1.871, -0.271], [0.432, -3.703, 0.139], [0.782, -3.458, -1.277]], "smiles": "NC[C@H](N)CC=O", "largest_force_ha_per_bohr": 0.1225, "e_tot_ev": -9335.4017, "lumo_ev": 0.76, "charge": 0, "gap_ev": 10.19, "relative_energy_kcal_mol": 82.7, "homo_ev": -9.431, "multiplicity": 1}


Look up the multiplicity of the second one. 3